Record 1
Here is a structure of composition C13H22As2IrNOSe2Te2 at a distorted geometry from OMol25. Energies are from ωB97M-V with the def2-TZVPD basis set.

The largest force on an atom comes out at 1.20 eV Å⁻¹. Its relative energy (zero: lowest compared OMol25 entry of this formula, charge and spin) is 0.0 kcal/mol. The value obtained for the gap between HOMO and LUMO (alpha / beta) is 6.13 / 5.35 eV. Its spin multiplicity is 5. The value obtained for the total energy is -10553.3056 hartree.

```
44
C13H22As2IrNOSe2Te2 | OMol25 | ωB97M-V with the def2-TZVPD basis set
Ir 1.233 0.239 0.943
N 1.218 -4.139 0.633
C 1.287 -2.829 0.951
O 0.340 -2.077 0.692
C 2.528 -2.309 1.615
C 2.950 -0.976 0.985
H 0.368 -4.494 0.232
H 1.967 -4.765 0.860
H 3.311 -3.075 1.633
H 2.234 -2.129 2.656
H 3.382 -1.165 -0.003
H 3.739 -0.538 1.598
C -1.113 3.277 0.358
As -0.916 1.409 0.837
C -2.126 1.273 2.325
C -1.874 0.571 -0.652
C -3.260 0.514 -0.744
C -3.866 -0.121 -1.820
C -3.086 -0.695 -2.815
C -1.701 -0.635 -2.734
C -1.091 -0.007 -1.653
As 0.854 0.078 -1.444
C 1.469 -1.426 -2.495
C 1.307 1.560 -2.603
H -2.107 3.437 -0.056
H -0.356 3.560 -0.369
H -0.976 3.872 1.259
H -2.994 1.913 2.181
H -1.564 1.585 3.205
H -2.430 0.236 2.443
H -3.877 0.957 0.030
H -4.946 -0.172 -1.878
H -3.555 -1.195 -3.653
H -1.104 -1.089 -3.515
H 0.963 -2.326 -2.154
H 2.541 -1.534 -2.338
H 1.271 -1.252 -3.551
H 0.730 1.486 -3.524
H 2.373 1.528 -2.826
H 1.082 2.494 -2.094
Se 1.714 3.000 2.860
Te 1.700 3.983 5.151
Te 0.808 1.276 6.153
Se 1.571 0.704 3.321
```

***

Record 2
Here is a structure of composition C13H22AsBiO7PS2 from OMol25. Energies are from ωB97M-V with the def2-TZVPD basis set.

The largest force on an atom comes out at 0.62 eV Å⁻¹. The value obtained for the gap between HOMO and LUMO is 9.21 eV. As for the charge: +1. The value obtained for the total energy is -4623.1779 hartree.

```
47
C13H22AsBiO7PS2 | OMol25 | ωB97M-V with the def2-TZVPD basis set
Bi -0.257 1.098 -0.268
O -0.463 0.863 4.379
As -0.070 1.739 2.918
O 1.553 1.758 2.697
O -0.838 0.752 1.698
C -1.144 3.285 3.276
C -1.394 3.589 4.605
C -2.254 4.635 4.914
C -2.872 5.366 3.913
C -2.620 5.084 2.578
C -1.758 4.047 2.267
S -1.411 3.766 0.568
O -2.240 2.631 0.100
O -1.553 4.982 -0.156
O 0.008 3.223 0.617
H 0.004 0.018 4.395
H -0.927 3.013 5.388
H -2.444 4.876 5.953
H -3.545 6.175 4.170
H -3.063 5.671 1.783
C 2.752 -0.365 -1.185
P 2.340 0.538 0.352
C 3.145 -0.463 1.616
C 3.287 2.070 0.194
H 3.835 -0.430 -1.312
H 2.337 0.134 -2.065
H 2.343 -1.377 -1.139
H 2.598 -1.393 1.774
H 3.178 0.101 2.544
H 4.150 -0.689 1.257
H 4.332 1.821 0.005
H 3.187 2.635 1.119
H 2.907 2.675 -0.633
O -1.280 -1.002 -0.516
S -2.730 -1.515 -0.446
C -3.792 -0.280 -1.226
C -4.995 -0.175 -0.296
C -4.393 -0.031 1.103
C -3.357 -1.150 1.226
H -4.012 -0.596 -2.243
H -3.230 0.657 -1.232
H -5.604 -1.080 -0.360
H -5.625 0.668 -0.574
H -5.143 -0.110 1.887
H -3.901 0.940 1.194
H -3.789 -2.084 1.581
H -2.487 -0.899 1.833
```

***

Record 3
Here is a cluster of 2 separate species, C13H22BF3N2O6 in total at a distorted geometry from OMol25. Energies are from ωB97M-V with the def2-TZVPD basis set.

The largest force on an atom comes out at 2.26 eV Å⁻¹. The value obtained for the gap between HOMO and LUMO is 4.39 eV. The value obtained for the total energy is -1393.7485 hartree.

```
47
C13H22BF3N2O6 | OMol25 | ωB97M-V with the def2-TZVPD basis set
C -1.924 -2.180 -0.374
C -2.114 -1.064 -0.029
N -2.351 0.277 0.389
C -3.761 0.569 -0.046
C -4.794 -0.497 0.407
C -2.109 0.249 1.894
B -2.960 1.253 2.792
O -3.205 0.864 4.100
O -3.440 2.473 2.376
N -1.316 1.065 -0.234
C -1.580 2.516 -0.242
C -2.345 3.230 -1.323
O -1.119 3.144 0.649
C -0.875 0.569 -1.562
C 0.535 0.058 -1.593
O -1.545 0.614 -2.540
H -1.865 -3.127 -0.840
H -4.107 1.571 0.185
H -3.744 0.500 -1.131
H -5.662 0.069 0.743
H -5.099 -1.099 -0.438
H -4.463 -1.073 1.266
H -2.284 -0.760 2.254
H -1.044 0.416 2.045
H -2.358 0.884 4.563
H -2.797 3.166 2.571
H -2.829 2.568 -2.038
H -1.698 3.878 -1.909
H -3.124 3.868 -0.913
H 0.727 -0.556 -2.461
H 1.233 0.892 -1.514
H 0.666 -0.491 -0.659
C 5.859 -0.852 0.853
C 6.129 -0.855 -0.648
O 5.716 -2.017 -1.325
C 4.307 -2.151 -1.701
O 3.825 -1.109 -2.318
C 3.407 -2.559 -0.499
F 4.010 -3.428 0.355
F 2.292 -3.202 -0.933
F 2.978 -1.526 0.248
H 6.056 -1.833 1.287
H 6.491 -0.109 1.348
H 4.827 -0.587 1.074
H 7.215 -0.827 -0.782
H 5.740 0.050 -1.125
H 4.349 -3.105 -2.277
```

***

Record 4
Here is a structure of composition C13H22IN4O2Tl at a distorted geometry from OMol25. Energies are from ωB97M-V with the def2-TZVPD basis set.

The largest force on an atom comes out at 3.39 eV Å⁻¹. The value obtained for the gap between HOMO and LUMO (alpha / beta) is 2.71 / 1.60 eV. As for the charge: -2. The value obtained for the total energy is -1347.8932 hartree.

```
43
C13H22IN4O2Tl | OMol25 | ωB97M-V with the def2-TZVPD basis set
C 1.873 -4.011 -3.093
I 1.236 -2.990 -1.284
H 2.619 -4.749 -2.730
H 2.333 -3.296 -3.779
H 1.000 -4.554 -3.464
C -4.101 -0.927 1.352
C -3.398 -1.938 1.893
N -2.135 -1.929 1.314
C -2.047 -0.948 0.358
N -3.256 -0.308 0.435
H -5.102 -0.575 1.549
H -3.678 -2.643 2.652
C 3.280 2.874 -0.174
C 1.758 1.171 -0.336
N 1.943 2.533 -0.364
H 4.979 1.531 0.166
N 3.015 0.689 -0.061
H 3.641 3.888 -0.182
Tl -0.098 -0.134 -0.420
C -0.069 -0.615 -3.221
O -0.678 0.024 -3.936
C 3.938 1.720 0.005
C 3.412 -0.685 0.140
H 3.745 -0.850 1.179
H 4.237 -0.934 -0.547
H 2.554 -1.353 -0.091
C 0.937 3.556 -0.523
H 1.314 4.358 -1.167
H 0.686 4.029 0.436
H 0.013 3.144 -0.933
C -3.647 0.905 -0.245
H -4.588 0.765 -0.791
H -2.854 1.235 -0.922
H -3.824 1.703 0.487
C -1.084 -2.830 1.733
H -0.180 -2.640 1.132
H -1.401 -3.876 1.601
H -0.870 -2.682 2.803
C -1.093 2.275 1.842
O -1.076 1.707 0.573
H -1.760 1.731 2.538
H -1.475 3.312 1.739
H -0.099 2.320 2.336
```

***

Record 5
Here is a structure of composition C13H22N2O3RuSi2 at a distorted geometry from OMol25. Energies are from ωB97M-V with the def2-TZVPD basis set.

The largest force on an atom comes out at 6.80 eV Å⁻¹. Its relative energy (zero: lowest compared OMol25 entry of this formula, charge and spin) is 51.9 kcal/mol. The value obtained for the gap between HOMO and LUMO (alpha / beta) is 6.60 / 6.71 eV. The value obtained for the total energy is -1517.6250 hartree.

```
43
C13H22N2O3RuSi2 | OMol25 | ωB97M-V with the def2-TZVPD basis set
Ru -1.043 -0.669 -0.091
C 0.293 0.772 2.940
Si 0.721 -0.330 1.474
C 1.600 -1.872 2.152
C 2.046 0.628 0.468
C 3.330 0.828 0.984
C 4.289 1.536 0.274
C 3.982 2.056 -0.977
C 2.712 1.875 -1.503
C 1.739 1.166 -0.793
Si 0.016 0.925 -1.529
C 0.189 -0.214 -3.047
C -0.674 2.572 -2.112
H 1.175 0.937 3.565
H -0.492 0.331 3.558
H -0.077 1.738 2.595
H 2.539 -1.579 2.628
H 1.836 -2.590 1.363
H 0.995 -2.383 2.906
H 3.583 0.429 1.961
H 5.275 1.685 0.696
H 4.729 2.602 -1.541
H 2.478 2.283 -2.482
H 0.956 0.193 -3.714
H -0.743 -0.299 -3.610
H 0.501 -1.219 -2.754
H 0.038 3.026 -2.805
H -0.821 3.252 -1.272
H -1.631 2.464 -2.625
N -3.204 -0.570 -1.179
N -4.108 -0.218 -0.181
C -3.628 0.591 0.869
O -4.450 1.235 1.484
O -2.348 0.528 1.095
H -3.201 0.075 -1.964
H -3.400 -1.503 -1.520
H -5.041 0.033 -0.475
C -1.732 -3.545 1.293
C -1.400 -2.594 0.193
O -1.509 -2.858 -0.983
H -1.493 -4.557 0.976
H -2.808 -3.470 1.466
H -1.217 -3.290 2.216
```

***

Record 6
Here is a cluster of 2 separate species, C13H22N2O5 in total at a distorted geometry from OMol25. Energies are from ωB97M-V with the def2-TZVPD basis set.

The largest force on an atom comes out at 1.97 eV Å⁻¹. Its relative energy (zero: lowest compared OMol25 entry of this formula, charge and spin) is 54.5 kcal/mol. The value obtained for the gap between HOMO and LUMO is 9.23 eV. As for the SMILES: CNC(=O)[C@@H](NC(C)=O)[C@@H](C)O.Cc1ccc(CO)o1. The value obtained for the total energy is -994.2775 hartree.

```
42
C13H22N2O5 | OMol25 | ωB97M-V with the def2-TZVPD basis set
C 2.042 3.656 -4.002
N 1.093 2.783 -3.316
C 0.226 3.197 -2.382
O 0.196 4.365 -2.007
C -0.767 2.176 -1.796
N -0.918 0.924 -2.572
C -1.373 0.835 -3.820
C -1.689 -0.555 -4.323
O -1.524 1.800 -4.553
C -0.385 1.798 -0.350
C -0.368 2.949 0.655
O -1.329 0.858 0.116
H 2.703 4.132 -3.275
H 2.635 3.083 -4.716
H 1.494 4.436 -4.536
H 0.990 1.837 -3.646
H -1.737 2.673 -1.762
H -0.897 0.076 -2.026
H -2.441 -1.007 -3.679
H -0.783 -1.157 -4.318
H -2.077 -0.482 -5.338
H 0.597 1.325 -0.357
H -0.227 2.558 1.663
H -1.311 3.495 0.608
H 0.453 3.630 0.433
H -0.985 0.449 0.931
C 2.633 -3.887 4.826
C 1.284 -3.710 4.200
C 0.340 -4.686 4.040
C -0.781 -4.060 3.384
C -0.429 -2.749 3.205
C -1.263 -1.669 2.569
O -0.408 -0.568 2.231
O 0.832 -2.516 3.700
H 3.413 -3.623 4.106
H 2.781 -4.924 5.141
H 2.726 -3.238 5.700
H 0.427 -5.725 4.345
H -1.716 -4.528 3.091
H -2.022 -1.337 3.284
H -1.775 -2.049 1.679
H 0.339 -0.564 2.866
```